[1]
Here is C15H31BF4MgP2 as an isolated structure in a non-equilibrium geometry from the Open Molecules 2025 dataset. Energies are from wB97M-V/def2-TZVPD.

Atoms and positions in Å:
P  -1.04440  1.95363  1.89324
P  -1.79328  -0.69574  -2.03815
C  -0.86632  0.37323  0.88804
C  -0.80003  0.33255  -0.66279
H  -1.28208  -0.46253  1.55033
H  0.19994  0.27302  1.13514
H  -0.83955  1.32975  -1.13709
H  0.23377  0.02960  -0.91826
C  -1.09270  -2.36811  -1.61264
H  -1.86024  -3.09167  -1.19942
H  -0.28189  -2.33717  -0.80519
H  -0.64014  -2.87055  -2.47662
C  -1.30506  -0.48436  -3.77813
H  -0.54304  -1.18507  -4.15776
H  -1.05969  0.56568  -4.04824
H  -2.28066  -0.72764  -4.27962
C  0.00987  1.66422  3.33290
H  -0.45414  2.17619  4.18026
H  1.01055  2.07454  3.16737
H  0.10304  0.59414  3.56723
C  -0.62031  3.40011  0.91991
H  -0.70313  3.24313  -0.17605
H  0.40450  3.71935  1.17353
H  -1.31683  4.20175  1.22386
Mg  -1.70177  -1.96972  0.41837
C  1.70189  -1.13659  -1.78973
C  1.86998  -2.27391  -1.05521
C  2.92045  -2.44839  -0.01000
C  3.33543  -1.19522  0.78268
C  2.24295  -0.24130  1.11047
C  2.02635  0.88834  0.39300
C  2.60760  1.18292  -0.92787
C  2.72538  -0.04802  -1.88864
C  -2.74665  2.09188  2.41314
H  0.88253  -1.03445  -2.51960
H  1.40196  -3.21002  -1.38363
H  3.82757  -2.85625  -0.48143
H  2.54335  -3.21146  0.67292
H  3.75601  -1.56342  1.72325
H  4.14039  -0.67633  0.24469
H  1.76043  -0.44776  2.08571
H  1.50690  1.74474  0.84890
H  3.61749  1.59743  -0.80469
H  2.01703  1.97502  -1.39407
H  2.67747  0.38484  -2.89559
H  3.72809  -0.46982  -1.76174
H  -3.33534  2.02710  1.47509
H  -2.97541  3.03633  2.96203
H  -2.99740  1.22729  3.04014
F  -3.93284  -2.19177  -0.18124
B  -4.23656  -0.98538  0.55896
F  -3.37243  -1.26179  1.76355
F  -3.63146  0.13289  -0.07684
F  -5.53755  -0.77527  0.93552

Atoms 1-2, force components in eV/Å:
P -0.563 -1.685 -1.236
P -1.586 0.009 1.877

Computed properties:
Gap between HOMO and LUMO = 3.551 eV
Spin multiplicity = 1
Net charge = 0
Energy = -1897.19673 a.u.

Calculated atomic charges, method Mulliken, unit e:
1. P 1.513
2. P 0.363
3. C 2.170
4. C 0.865
5. H -0.421
6. H -2.337
7. H 0.181
8. H -0.747
9. C -0.789
10. H 0.434
11. H -0.638
12. H 0.537
13. C -1.124
14. H 0.417
15. H 0.312
16. H 0.363
17. C -1.494
18. H 0.502
19. H 0.394
20. H 0.403
21. C -1.330
22. H 0.315
23. H 0.451
24. H 0.439
25. Mg 0.583
26. C 0.122
27. C -0.547
28. C -0.888
29. C -1.173
30. C 0.274
31. C -0.318
32. C -1.166
33. C -0.976
34. C -1.339
35. H 0.489
36. H 0.377
37. H 0.357
38. H 0.410
39. H 0.487
40. H 0.296
41. H 0.258
42. H 0.345
43. H 0.455
44. H 0.336
45. H 0.372
46. H 0.296
47. H 0.332
48. H 0.484
49. H 0.380
50. F -0.333
51. B 0.220
52. F -0.308
53. F -0.311
54. F -0.293

---

[2]
Here is C15H31BF4P2Zn as an isolated structure in a non-equilibrium geometry from the Open Molecules 2025 dataset. Energies are from wB97M-V/def2-TZVPD.

Atoms and positions in Å:
P  0.26261  -1.74174  -2.08035
P  0.18949  2.16516  -0.88392
C  0.00763  -0.04763  -2.66464
C  0.96175  1.02965  -2.10427
H  -1.05252  0.21824  -2.46995
H  0.13801  -0.07214  -3.75702
H  1.88465  0.59811  -1.65850
H  1.31576  1.63549  -2.95580
C  -0.79984  3.34236  -1.85859
H  -1.17080  4.15710  -1.21399
H  -1.68539  2.87809  -2.32456
H  -0.20450  3.80173  -2.66782
C  1.47243  3.03619  0.03288
H  1.66190  3.98459  -0.49498
H  2.40827  2.46085  0.03692
H  1.16982  3.25185  1.06759
C  -0.97234  -2.83112  -2.80108
H  -1.24059  -3.62961  -2.09250
H  -0.55731  -3.29341  -3.70660
H  -1.89412  -2.29375  -3.06746
C  1.91398  -2.36507  -2.38605
H  2.64081  -1.54434  -2.33608
H  1.91720  -2.82483  -3.38358
H  2.16824  -3.12346  -1.62930
Zn  2.31523  0.44572  3.65624
C  -1.14634  1.27409  0.09820
C  -2.24036  0.66505  -0.66107
C  -2.89171  -0.62603  -0.42013
C  -2.35119  -1.65322  0.65600
C  -1.17726  -2.41186  0.31710
C  0.00912  -1.91545  -0.35791
C  0.62677  -0.67356  0.46936
C  -0.32088  0.35569  1.07521
C  1.95791  -1.43333  3.74276
H  -1.52954  2.09992  0.74965
H  -2.78887  1.32857  -1.37363
H  -2.89489  -1.11998  -1.40996
H  -3.96993  -0.50361  -0.17186
H  -2.29033  -1.17479  1.65464
H  -3.11914  -2.42606  0.82185
H  -1.13484  -3.45381  0.64580
H  0.76209  -2.71434  -0.18849
H  1.40915  -0.18467  -0.13456
H  1.19947  -1.10325  1.31239
H  -0.97386  -0.15263  1.78615
H  0.27209  1.04189  1.70393
H  2.94159  -1.91969  3.77216
H  1.30942  -1.87790  2.97532
H  1.48858  -1.58051  4.72073
F  -0.30836  1.74831  3.62331
B  0.69833  2.21533  4.45663
F  0.54233  3.42591  5.00987
F  1.09671  1.18619  5.39441
F  1.97359  2.34569  3.47558

Atoms 1-2, force components in eV/Å:
P -1.529 0.404 -0.622
P -1.461 -1.064 -0.672

Computed properties:
Gap between HOMO and LUMO = 3.336 eV
Spin multiplicity = 1
Net charge = 0
Energy = -3476.40220 a.u.

Calculated atomic charges, method Mulliken, unit e:
1. P 1.192
2. P 1.005
3. C -0.891
4. C -1.302
5. H 0.378
6. H 0.521
7. H 0.629
8. H 0.705
9. C -1.436
10. H 0.388
11. H 0.356
12. H 0.453
13. C -1.332
14. H 0.468
15. H 0.365
16. H 0.274
17. C -1.539
18. H 0.434
19. H 0.498
20. H 0.411
21. C -1.382
22. H 0.345
23. H 0.445
24. H 0.431
25. Zn 0.299
26. C 1.252
27. C -1.924
28. C -0.363
29. C -0.953
30. C -1.555
31. C 0.556
32. C -0.068
33. C -0.297
34. C -0.713
35. H 0.578
36. H 0.111
37. H -0.066
38. H 0.521
39. H 0.243
40. H 0.503
41. H 0.267
42. H 0.329
43. H 0.089
44. H -0.772
45. H 0.673
46. H -0.444
47. H 0.300
48. H 0.341
49. H 0.287
50. F -0.251
51. B 0.712
52. F -0.263
53. F -0.334
54. F -0.475

---

[3]
Here is a 2-piece molecular cluster, C15H31BFNO4 overall in a non-equilibrium geometry from the Open Molecules 2025 dataset. Energies are from wB97M-V/def2-TZVPD.

Atoms and positions in Å:
C  -1.54844  -8.72318  1.69892
C  -1.90415  -7.55513  1.74404
C  -2.48741  -6.13818  2.12972
C  -1.69993  -4.99455  1.34473
C  -1.98146  -4.97789  -0.21863
B  -1.66434  -3.58536  -0.96101
C  -1.47391  -2.14276  -0.25475
O  -0.13010  -1.61368  -0.32448
C  -0.07518  -0.28618  0.23911
O  1.03707  -0.25722  1.13527
C  1.39496  1.11908  1.37580
C  2.60997  1.11521  2.41506
O  3.61160  0.11704  2.08265
C  -1.57144  -3.65385  -2.59264
C  -0.32562  -2.88322  -3.18696
F  -1.54713  -4.99841  -3.09259
H  -1.44155  -9.83598  1.78439
H  -3.60272  -6.09959  1.98082
H  -2.30287  -5.96585  3.23972
H  -2.06345  -4.01184  1.79328
H  -0.58366  -5.02939  1.49985
H  -3.06793  -5.23755  -0.47619
H  -1.36692  -5.80151  -0.71710
H  -2.17854  -1.41873  -0.80491
H  -1.79507  -2.10101  0.83452
H  0.06482  0.44802  -0.61734
H  -1.06027  -0.00978  0.74182
H  0.53844  1.71398  1.84251
H  1.76064  1.62464  0.41896
H  2.25477  0.96023  3.47575
H  3.16275  2.11591  2.40913
H  3.58760  0.00469  1.11280
H  -2.51255  -3.13791  -2.98821
H  -0.29064  -2.98039  -4.32325
H  0.67067  -3.26023  -2.79433
H  -0.34547  -1.76574  -2.96971
C  0.92321  7.05888  -1.59636
C  0.02264  6.21254  -0.70094
C  0.69321  5.77173  0.61517
O  1.63887  4.71877  0.47368
C  2.91416  5.13095  0.01037
N  -0.46380  5.06036  -1.47014
H  1.66030  6.46306  -2.13612
H  0.32416  7.57862  -2.34899
H  1.45328  7.81806  -1.01518
H  -0.83956  6.83239  -0.43284
H  -0.08748  5.37549  1.27246
H  1.14036  6.62261  1.14397
H  3.19212  6.11712  0.39198
H  2.93966  5.12201  -1.08079
H  3.65023  4.40401  0.35971
H  -1.14539  4.55577  -0.90688
H  0.31151  4.40390  -1.55584

Atoms 1-2, force components in eV/Å:
C -0.799 0.188 0.327
C -0.848 0.115 1.172

Computed properties:
Gap between HOMO and LUMO = 9.918 eV
Spin multiplicity = 1
Net charge = 0
Energy = -1070.36998 a.u.

Calculated atomic charges, method Mulliken, unit e:
1. C 0.001
2. C -0.549
3. C -0.510
4. C -0.392
5. C -0.620
6. B 0.076
7. C -0.253
8. O -0.381
9. C -0.332
10. O -0.248
11. C -0.335
12. C -0.380
13. O -0.511
14. C 0.338
15. C -1.012
16. F -0.337
17. H 0.377
18. H 0.302
19. H 0.313
20. H 0.160
21. H 0.276
22. H 0.242
23. H 0.349
24. H 0.232
25. H 0.290
26. H 0.180
27. H 0.312
28. H 0.268
29. H 0.335
30. H 0.301
31. H 0.212
32. H 0.308
33. H 0.154
34. H 0.340
35. H 0.283
36. H 0.204
37. C -1.382
38. C 0.343
39. C -0.773
40. O -0.232
41. C -0.777
42. N -0.728
43. H 0.284
44. H 0.349
45. H 0.344
46. H 0.405
47. H 0.338
48. H 0.394
49. H 0.351
50. H 0.267
51. H 0.236
52. H 0.271
53. H 0.317

---

[4]
Here is C15H31CeIP2 as an isolated structure in a non-equilibrium geometry from the Open Molecules 2025 dataset. Energies are from wB97M-V/def2-TZVPD.

Atoms and positions in Å:
P  -1.97402  -0.53556  -1.51927
P  0.50589  -2.64224  -0.28623
C  -1.89180  -2.33342  -1.87758
C  -1.15711  -3.22122  -0.87567
H  -1.47441  -2.48176  -2.88479
H  -2.93563  -2.62605  -1.88026
H  -1.80031  -3.55905  -0.04655
H  -0.82175  -4.13006  -1.37341
C  1.57891  -2.97467  -1.68362
H  2.57271  -2.60561  -1.40037
H  1.22794  -2.40305  -2.55396
H  1.61353  -4.05553  -1.91842
C  0.97904  -3.79776  1.05301
H  1.04331  -4.82502  0.65481
H  0.25650  -3.75158  1.89108
H  1.95573  -3.44415  1.42340
C  -2.82698  0.25429  -2.89811
H  -3.01601  1.29422  -2.59613
H  -3.78347  -0.23206  -3.15424
H  -2.16895  0.28045  -3.77863
C  -3.32799  -0.66562  -0.20672
H  -3.11431  -1.09739  0.80803
H  -4.08553  -1.33263  -0.63089
H  -3.71743  0.34859  -0.07922
Ce  -0.90971  -0.65356  0.98880
C  -2.10338  -6.10782  -1.38316
C  -1.32798  -5.92423  -2.46639
C  -1.80926  -6.05257  -3.86979
C  -3.25254  -5.51584  -4.15030
C  -3.68774  -4.32022  -3.35559
C  -4.36612  -4.36210  -2.19727
C  -4.63980  -5.62015  -1.44349
C  -3.48766  -6.66818  -1.42110
C  -0.95066  1.49426  0.00837
H  -1.69513  -5.95800  -0.37975
H  -0.24143  -5.76386  -2.39345
H  -1.80102  -7.10346  -4.20419
H  -1.09592  -5.53072  -4.52680
H  -3.27224  -5.22868  -5.21314
H  -3.95696  -6.33623  -4.00354
H  -3.49794  -3.36035  -3.84898
H  -4.87032  -3.47278  -1.79930
H  -5.52508  -6.15075  -1.83707
H  -4.90983  -5.33909  -0.41259
H  -3.62821  -7.26889  -0.50922
H  -3.59440  -7.32084  -2.28821
H  -0.67437  1.94517  0.98526
H  -1.81630  2.02407  -0.39601
H  -0.08098  1.57227  -0.65915
I  2.08988  -0.26865  0.91617

Atoms 1-2, force components in eV/Å:
P 0.251 -1.679 1.033
P -1.209 -0.075 0.286

Computed properties:
Gap between HOMO and LUMO (spin up / spin down) = 5.568 / 5.572 eV
Spin multiplicity = 1
Net charge = +2
Energy = -2044.93006 a.u.

Calculated atomic charges, method Mulliken, unit e:
1. P 0.311
2. P 0.437
3. C 0.024
4. C 0.188
5. H 0.782
6. H -0.971
7. H 0.720
8. H -1.548
9. C -1.087
10. H 0.412
11. H 0.372
12. H 0.399
13. C -1.034
14. H 0.397
15. H 0.369
16. H 0.428
17. C -0.975
18. H 0.389
19. H 0.405
20. H 0.414
21. C -0.942
22. H 0.264
23. H 0.453
24. H 0.463
25. Ce 1.054
26. C -0.223
27. C -0.413
28. C -0.946
29. C -1.037
30. C -0.248
31. C -0.326
32. C -0.948
33. C -0.968
34. C -1.356
35. H 0.609
36. H 0.640
37. H 0.315
38. H 0.390
39. H 0.454
40. H 0.354
41. H 0.631
42. H 0.613
43. H 0.310
44. H 0.385
45. H 0.450
46. H 0.362
47. H 0.477
48. H 0.472
49. H 0.397
50. I -0.117

---

- The highest net charge belongs to which entry?
  C15H31CeIP2

---

- What is the formula in the first record?
  C15H31BF4MgP2

---

- Number 1 is which compound?
  C15H31BF4MgP2

---

- energy of number 2 (C15H31BF4P2Zn)?
  -3476.40220 a.u.